Entry 1:
107
Properties=species:S:1:pos:R:3 method="wB97M-V/def2-TZVPD" spin_multiplicity=6 energy_ha=-3277.90416
Mn -3.51 0.69 -1.14
C 0.12 0.09 -0.82
C -0.88 -0.55 0.20
C -0.62 0.16 1.53
O -2.19 -0.52 -0.18
H 1.15 0.13 -0.44
H -0.13 1.15 -0.97
H 0.11 -0.39 -1.80
H -0.44 -1.56 0.23
H 0.30 -0.25 1.97
H -1.39 -0.13 2.25
H -0.43 1.22 1.35
C -5.42 0.09 1.48
C -4.90 1.54 1.49
C -4.04 1.79 2.73
O -4.22 1.91 0.33
H -4.73 -0.54 0.91
H -6.35 0.07 0.91
H -5.48 -0.35 2.48
H -5.76 2.21 1.60
H -4.65 1.53 3.60
H -3.85 2.86 2.84
H -3.06 1.32 2.80
C 4.21 3.43 -3.70
O 4.70 4.52 -3.95
N 4.14 2.83 -2.50
C 3.39 1.59 -2.33
C 4.87 3.47 -1.41
H 3.76 2.82 -4.50
H 3.95 0.77 -1.89
H 3.10 1.27 -3.32
H 2.56 1.81 -1.65
H 4.66 4.54 -1.43
H 4.74 3.07 -0.40
H 5.94 3.33 -1.58
C 1.88 -1.58 -4.36
O 2.96 -1.10 -4.02
N 1.26 -2.61 -3.77
C 1.84 -3.27 -2.63
C -0.03 -3.06 -4.28
H 1.38 -1.06 -5.20
H 1.82 -4.36 -2.68
H 1.22 -2.93 -1.79
H 2.83 -2.88 -2.44
H -0.03 -4.10 -3.93
H -0.82 -2.62 -3.66
H -0.32 -3.05 -5.32
C -3.43 -3.59 -0.04
O -3.99 -4.00 -1.04
N -4.00 -3.51 1.17
C -3.32 -3.02 2.34
C -5.36 -3.94 1.36
H -2.44 -3.13 -0.17
H -2.89 -3.81 2.96
H -3.89 -2.37 3.01
H -2.51 -2.34 2.04
H -6.02 -3.11 1.65
H -5.93 -4.34 0.53
H -5.44 -4.65 2.19
C -0.83 4.17 0.04
O -1.84 4.32 0.67
N 0.41 4.23 0.60
C 1.61 4.05 -0.19
C 0.57 4.31 2.04
H -0.74 3.95 -1.04
H 2.12 3.11 0.05
H 2.26 4.87 0.14
H 1.51 4.17 -1.27
H -0.30 4.79 2.48
H 0.54 3.31 2.46
H 1.46 4.89 2.26
C -0.79 1.01 -4.73
O -1.01 0.08 -5.47
N 0.24 1.86 -4.86
C 0.41 2.96 -3.94
C 1.18 1.77 -5.97
H -1.55 1.37 -4.01
H -0.12 2.86 -2.99
H 0.07 3.85 -4.49
H 1.44 3.22 -3.67
H 0.87 2.52 -6.70
H 2.18 2.10 -5.70
H 1.21 0.77 -6.39
C -0.61 -3.68 5.09
O -1.50 -4.36 5.56
N -0.59 -2.33 5.10
C -1.81 -1.62 5.47
C 0.66 -1.57 5.16
H 0.34 -4.08 4.71
H -2.71 -2.08 5.08
H -1.85 -0.64 4.99
H -1.77 -1.66 6.56
H 1.34 -2.13 4.51
H 0.55 -0.56 4.78
H 1.00 -1.60 6.19
C 4.14 -0.49 1.01
O 4.65 0.46 1.57
N 3.62 -1.55 1.65
C 2.71 -2.44 0.93
C 3.74 -1.76 3.08
H 4.07 -0.54 -0.09
H 2.26 -3.15 1.62
H 3.22 -3.07 0.19
H 1.88 -1.88 0.50
H 3.18 -2.60 3.47
H 4.78 -1.88 3.37
H 3.41 -0.85 3.58

Entry 2:
17
Properties=species:S:1:pos:R:3 method="wB97M-V/def2-TZVPD" total_charge=+1 de_lowest_kcal_mol=29.87 energy_ha=-574.14534
C 0.55 -1.63 3.02
N 1.08 -1.53 1.60
H 1.36 -1.66 3.76
H -0.07 -0.78 3.25
H -0.09 -2.51 3.17
H 1.72 -2.32 1.29
H 1.74 -0.66 1.77
H 0.58 -1.13 0.79
C -1.46 1.05 0.15
C -1.15 0.54 -1.30
S 0.44 0.99 -1.96
H -1.82 2.08 -0.03
H -0.61 1.02 0.84
H -2.31 0.52 0.59
H -1.28 -0.54 -1.25
H -1.98 1.00 -1.87
H 0.46 0.18 -3.02

Entry 3:
43
Properties=species:S:1:pos:R:3 method="wB97M-V/def2-TZVPD" de_lowest_kcal_mol=60.15 energy_ha=-1384.28884
C -0.75 4.44 -1.30
C -0.81 3.69 0.01
O -1.61 2.51 -0.22
C -1.86 1.76 0.88
C -2.66 0.54 0.55
C -2.99 0.27 -0.85
C -2.67 -0.47 1.60
C -3.22 -1.86 1.30
O -2.27 -0.22 2.74
O -1.48 2.10 1.99
H -0.22 5.38 -1.16
H -0.21 3.86 -2.05
H -1.75 4.68 -1.67
H 0.19 3.41 0.35
H -1.29 4.29 0.79
H -2.65 1.12 -1.47
H -2.44 -0.63 -1.18
H -4.07 0.11 -1.04
H -3.51 -2.03 0.25
H -2.46 -2.59 1.59
H -4.08 -2.05 1.95
Cl -4.76 5.60 -3.99
C -5.13 4.65 -2.61
C -5.88 3.48 -2.77
C -6.12 2.67 -1.66
C -5.61 3.01 -0.37
C -5.86 2.16 0.77
C -5.42 2.47 2.16
C -6.17 1.44 3.08
C -6.99 0.64 2.11
C -6.81 1.10 0.81
C -4.89 4.24 -0.25
C -4.66 5.05 -1.35
H -6.26 3.20 -3.75
H -6.76 1.79 -1.76
H -4.33 2.42 2.32
H -5.72 3.49 2.42
H -5.44 0.83 3.63
H -6.77 1.97 3.84
H -7.66 -0.15 2.43
H -7.33 0.72 -0.07
H -4.58 4.57 0.74
H -4.11 5.99 -1.25